Record 1
C24H19Cl5CrN3O4 | the ωB97M-V functional and the def2-TZVPD basis

Element x y z (Å)
Cr  -0.1892  0.4403  0.1044
C  0.3232  -3.5467  -1.3517
C  -0.1689  -2.2290  -0.8648
N  0.5206  -1.1465  -0.8052
N  1.8227  -1.0871  -1.2266
C  2.2103  0.1530  -1.0789
O  1.4292  1.0885  -0.6296
C  3.5863  0.5372  -1.4637
C  4.5020  -0.4266  -1.8761
C  5.7844  -0.0501  -2.2344
C  6.1569  1.2867  -2.1827
C  5.2470  2.2488  -1.7706
C  3.9620  1.8761  -1.4087
C  -1.5500  -2.0056  -0.4295
C  -2.5479  -2.9783  -0.4743
C  -3.8367  -2.6266  -0.1322
C  -4.1098  -1.3147  0.2402
C  -3.0728  -0.4075  0.2773
N  -1.8197  -0.7468  -0.0330
H  1.3557  -3.4544  -1.6774
H  -0.2832  -3.9054  -2.1846
H  0.2686  -4.2884  -0.5522
H  4.1991  -1.4630  -1.9080
H  6.4965  -0.7991  -2.5515
H  7.1610  1.5779  -2.4617
H  5.5382  3.2891  -1.7283
H  3.2420  2.6110  -1.0805
H  -2.3027  -3.9816  -0.7883
H  -4.6274  -3.3631  -0.1664
H  -5.1096  -0.9986  0.4954
H  -3.2233  0.6246  0.5636
Cl  -0.6491  2.8196  1.0425
C  -1.2437  2.8751  -0.6232
C  -1.1276  1.6613  -1.2542
C  -1.5903  1.5954  -2.5545
Cl  -1.4982  0.0764  -3.3993
C  -2.1301  2.7110  -3.1926
Cl  -2.6970  2.6070  -4.8141
C  -2.2156  3.9272  -2.5072
Cl  -2.8824  5.3118  -3.2804
C  -1.7674  4.0248  -1.1915
Cl  -1.8599  5.4927  -0.3035
C  -0.7726  0.1971  5.0039
C  -0.8335  -0.3953  3.6070
C  -1.3797  -1.8215  3.6211
O  -1.6652  0.4268  2.7717
C  0.5679  -0.4314  2.9725
O  1.5316  -0.6705  3.6693
O  0.6003  -0.3228  1.6886
H  -1.7341  0.0724  5.5072
H  -0.5399  1.2598  4.9499
H  0.0001  -0.2956  5.5893
H  -2.3780  -1.8385  4.0646
H  -0.7327  -2.4715  4.2087
H  -1.4402  -2.2107  2.6041
H  -2.5272  0.4851  3.1996

Expectation value of S² ... 0.76
Spin multiplicity ... 2
Energy above the lowest of the compared OMol25 structures with the same formula, charge and spin ... 0.0000 eV

Calculated atomic charges, method natural (NBO), unit e: 1.047, -0.674, 0.233, -0.174, -0.395, 0.584, -0.622, -0.062, -0.170, -0.221, -0.189, -0.219, -0.173, 0.192, -0.229, -0.136, -0.255, 0.100, -0.412, 0.266, 0.230, 0.235, 0.231, 0.215, 0.214, 0.216, 0.232, 0.234, 0.228, 0.233, 0.220, 0.114, -0.049, -0.262, -0.045, 0.011, -0.085, 0.056, -0.080, 0.059, -0.096, 0.059, -0.625, 0.136, -0.619, -0.734, 0.790, -0.630, -0.747, 0.192, 0.221, 0.247, 0.198, 0.232, 0.209, 0.471

***

Record 2
C5H5N3O | the ωB97M-V functional and the def2-TZVPD basis

Element x y z (Å)
N  -0.4958  1.3067  1.6484
C  0.5354  1.1967  0.7012
C  0.6763  0.3215  -0.2690
C  1.5657  0.0941  -1.3968
N  1.0123  -0.8445  -2.1674
N  -0.0008  -1.4536  -1.5572
C  -0.2541  -0.8395  -0.4970
C  -1.2723  -1.4864  0.2487
O  -1.9115  -0.8812  1.0815
H  -0.9449  2.0993  2.1887
H  -1.4049  0.6305  1.4137
H  1.6191  1.7582  0.9015
H  2.3364  0.5995  -1.9994
H  -1.4607  -2.5013  -0.2968

Spin multiplicity ... 1
Structure (SMILES) ... N/C=C1/C=NN=C1C=O
Energy above the lowest of the compared OMol25 structures with the same formula, charge and spin ... 3.7486 eV

Calculated atomic charges, method natural (NBO), unit e: -0.826, 0.194, -0.288, 0.017, -0.274, -0.211, 0.037, 0.420, -0.558, 0.428, 0.440, 0.215, 0.235, 0.171

***

Record 3
C14H29NO5S | the ωB97M-V functional and the def2-TZVPD basis

Element x y z (Å)
C  -4.3466  -28.3896  -7.1416
C  -4.0835  -27.8436  -8.6341
C  -5.5374  -27.8728  -9.3314
C  -5.5021  -27.3220  -10.7802
C  -5.2195  -25.7961  -10.5323
C  -3.8117  -25.5503  -9.9089
N  -3.6649  -26.4507  -8.6780
O  -2.6090  -26.1297  -7.8385
C  -2.6922  -25.8039  -10.9242
C  -3.9684  -23.9987  -9.5924
C  -3.1155  -28.8047  -9.2128
H  -4.5096  -29.4651  -7.2115
H  -5.2185  -27.8771  -6.7351
H  -3.4506  -28.1692  -6.5614
H  -5.8131  -28.9272  -9.3432
H  -6.2164  -27.3512  -8.6568
H  -6.4224  -27.5960  -11.2960
H  -4.8497  -27.9191  -11.4173
H  -6.0474  -25.2429  -10.0888
H  -5.3128  -25.4082  -11.5466
H  -1.7598  -25.8709  -10.3636
H  -2.7083  -26.6924  -11.5554
H  -2.6830  -24.9522  -11.6044
H  -4.8082  -23.8055  -8.9249
H  -3.0421  -23.6238  -9.1571
H  -4.0377  -23.3631  -10.4752
H  -2.7532  -28.4577  -10.1805
H  -3.5702  -29.7643  -9.4587
H  -2.2563  -28.9576  -8.5596
H  -3.0380  -25.3767  -7.4255
C  -8.1327  -23.9058  -11.1640
S  -7.1912  -22.5231  -10.4289
O  -8.0291  -21.9177  -9.3814
C  -7.3337  -21.4524  -11.9523
H  -9.1864  -23.6644  -11.3039
H  -8.0689  -24.6961  -10.4161
H  -7.7264  -24.2592  -12.1117
H  -6.4970  -21.6314  -12.6276
H  -7.3304  -20.4474  -11.5304
H  -8.2091  -21.5264  -12.5974
C  -9.4410  -18.8593  -15.0388
C  -8.1098  -18.2872  -15.3843
O  -7.3440  -19.3725  -15.7496
C  -7.8825  -20.5042  -15.2960
O  -7.2952  -21.5682  -15.3567
O  -9.0636  -20.1916  -14.8820
H  -10.1920  -18.7816  -15.8249
H  -9.7358  -18.4420  -14.0760
H  -7.7154  -17.8663  -14.4595
H  -8.0925  -17.4250  -16.0509

Expectation value of S² ... 0.75
Calculated total energy ... -1379.56523 Eh
Charge ... +1
Spin multiplicity ... 2

Calculated atomic charges, method natural (NBO), unit e: -0.587, 0.076, -0.387, -0.434, -0.446, 0.107, 0.242, -0.455, -0.630, -0.635, -0.631, 0.243, 0.222, 0.230, 0.232, 0.217, 0.245, 0.224, 0.236, 0.249, 0.233, 0.238, 0.253, 0.235, 0.220, 0.262, 0.222, 0.254, 0.241, 0.507, -0.833, 1.222, -0.961, -0.833, 0.254, 0.210, 0.234, 0.238, 0.239, 0.242, -0.090, -0.104, -0.481, 0.979, -0.603, -0.485, 0.200, 0.205, 0.169, 0.214